No. 1
DFT (ωB97M-V/def2-TZVPD) results for the molecule C4H6N2 in a non-equilibrium geometry.

As for the energy above the lowest of the compared OMol25 structures with the same formula, charge and spin: 95.79 kcal per mole. Its electronic energy is -7221.4369 eV. The HOMO energy (alpha / beta) comes out at -8.462 / -8.677 eV.

```
12
Properties=species:S:1:pos:R:3:forces:R:3:nbo_charge:R:1
C 2.08248 -0.20571 -0.10956 0.4 0.6 0.3 -0.11
C -1.65153 -0.22049 -0.19528 -0.2 -0.1 0.0 -0.66
N 0.03166 1.45903 0.55452 -0.5 -0.3 -0.2 -0.53
H 0.61074 -1.74683 0.29590 -0.2 -0.2 -0.5 0.21
C -0.26489 0.24111 0.20704 -0.6 0.5 0.0 0.19
C 0.76002 -0.70626 0.05583 0.0 -0.4 0.4 -0.22
H -1.71118 -1.31108 -0.15064 -0.1 0.1 0.0 0.22
N 2.28865 1.01522 0.15010 0.7 -0.3 -0.6 -0.11
H -1.84721 0.07084 -1.23473 0.0 0.0 0.2 0.23
H -2.43373 0.20315 0.43808 0.1 0.0 0.0 0.22
H -0.75058 2.10663 0.36488 0.3 -0.3 0.1 0.34
H 2.89952 -0.90028 -0.37926 -0.1 0.4 0.4 0.21
```
Positions in Å, forces in eV/Å.

---

No. 2
DFT (ωB97M-V/def2-TZVPD) results for a structure of composition C5H7N in a non-equilibrium geometry.

As for the energy above the lowest of the compared OMol25 structures with the same formula, charge and spin: 70.12 kcal per mole. Its electronic energy is -6785.4720 eV. The HOMO energy comes out at -9.138 eV.

```
13
Properties=species:S:1:pos:R:3:forces:R:3:nbo_charge:R:1
C 2.00313 -0.23426 0.52176 0.9 -0.3 0.7 0.30
C -1.41118 0.21320 -0.77101 -0.3 -0.8 1.0 -0.38
H 1.07422 -0.58738 -1.33090 0.0 0.0 0.2 0.25
H -0.28777 1.45900 0.51107 0.3 -0.2 0.2 0.23
N 2.60912 -0.57028 1.44617 -0.4 0.3 -0.8 -0.33
H -1.20518 -0.35630 1.97680 -0.3 0.6 -1.5 0.22
C -0.84972 -0.59398 0.94178 -1.2 0.8 -1.5 -0.39
C 1.14480 0.20400 -0.57429 0.1 -0.1 0.1 -0.51
C -0.22373 0.47726 0.03854 0.2 -0.3 0.7 -0.29
H 1.59505 1.07469 -1.06734 -0.2 -0.1 0.1 0.25
H -2.21265 0.95668 -0.86931 0.3 -0.4 0.7 0.22
H -1.26998 -0.31213 -1.73704 -0.1 -0.4 1.1 0.21
H -0.78296 -1.69874 0.93606 0.6 0.9 -1.1 0.23
```
Positions in Å, forces in eV/Å.

---

No. 3
DFT (ωB97M-V/def2-TZVPD) results for a structure of composition C5H9ClO in a non-equilibrium geometry.

As for the energy above the lowest of the compared OMol25 structures with the same formula, charge and spin: 69.69 kcal per mole. Its electronic energy is -19898.1858 eV. The HOMO energy comes out at -9.795 eV.

```
16
Properties=species:S:1:pos:R:3:forces:R:3:nbo_charge:R:1
C 1.57918 0.15294 0.03196 -0.2 -2.9 2.7 -0.64
C -0.87320 1.86443 -0.06454 -3.5 0.1 1.9 -0.65
H 0.84038 -2.49400 -0.27846 -0.7 0.3 1.1 0.22
C 0.12314 -0.53210 -0.17475 0.6 2.0 0.9 0.22
H -1.87835 2.35079 0.42507 2.7 -0.9 -0.8 0.22
H 0.03984 2.11103 0.52636 -0.9 0.1 -0.7 0.23
H -0.91060 2.26838 -1.09233 0.5 -0.6 0.5 0.25
C -1.12552 0.31539 0.03597 3.9 1.6 -3.7 0.16
H -0.86364 -2.34810 -0.07850 -1.3 -0.6 0.0 0.23
Cl -2.67688 -0.26856 0.32514 -0.3 -0.3 0.0 0.09
O -0.34283 -0.22510 -1.46767 -1.6 -0.2 2.5 -0.56
H 1.71387 0.83697 -0.71769 0.2 1.8 -1.9 0.22
H 0.14473 -2.02446 1.36510 0.1 -0.2 0.6 0.22
H 2.28915 -0.71161 -0.17525 -0.6 1.1 0.4 0.22
H 1.90856 0.65042 1.03465 -1.0 -1.1 -1.5 0.21
C 0.03216 -1.94642 0.30495 2.0 -0.2 -2.2 -0.64
```
Positions in Å, forces in eV/Å.

---

No. 4
DFT (ωB97M-V/def2-TZVPD) results for the molecule C4H10O2Si in a non-equilibrium geometry.

As for the SMILES: CC(C)=C[SiH](O)O. As for the energy above the lowest of the compared OMol25 structures with the same formula, charge and spin: 29.02 kcal per mole. Its electronic energy is -16283.5543 eV. The HOMO energy comes out at -9.151 eV.

```
17
Properties=species:S:1:pos:R:3:forces:R:3:nbo_charge:R:1
H 1.49043 2.71988 -0.77164 -0.1 -0.2 0.0 0.50
C -1.52675 -0.04260 -0.44292 -0.1 1.5 -2.1 -0.67
H -0.82157 -0.45157 2.81528 -0.5 -0.1 -0.1 0.21
C -1.40119 -0.89227 1.97859 2.7 1.7 0.4 -0.66
C 0.64792 -0.27401 0.58193 0.2 0.0 1.1 -0.69
C -0.69582 -0.38034 0.72019 0.9 0.0 -0.8 0.08
H 0.96743 -0.55283 1.59208 1.5 0.0 -0.4 0.21
H 3.29152 0.35779 -0.80850 0.3 0.1 1.1 -0.25
H -2.36848 -0.51040 2.01009 -1.8 0.7 0.1 0.21
O 1.30925 1.91403 -1.26469 -0.1 2.0 0.4 -1.11
H -2.21646 -0.84018 -0.57894 -1.3 -0.4 -0.1 0.21
H -1.43446 -1.91993 2.24088 0.1 -1.2 -0.6 0.23
Si 1.83291 0.45158 -0.84743 -1.5 -1.5 0.0 1.86
O 1.58146 -0.27240 -2.30045 1.1 -0.9 -2.2 -1.13
H -0.86414 -0.14424 -1.33696 -0.6 0.5 0.5 0.23
H -2.03273 1.01159 -0.51184 0.8 -2.0 0.5 0.23
H 2.24066 -0.17411 -3.07567 -1.7 -0.1 2.4 0.51
```
Positions in Å, forces in eV/Å.

---

No. 5
DFT (ωB97M-V/def2-TZVPD) results for a cluster of 2 separate species, C6H10O in total.

As for the energy above the lowest of the compared OMol25 structures with the same formula, charge and spin: 90.50 kcal per mole. Its electronic energy is -8427.3158 eV. The HOMO energy (alpha / beta) comes out at -6.889 / -7.689 eV.

```
17
Properties=species:S:1:pos:R:3:forces:R:3:nbo_charge:R:1
H 2.61578 0.15879 -1.06510 -0.1 0.0 -0.1 -0.42
H -2.31816 -1.16145 -0.09311 0.1 0.1 0.1 0.22
H -0.09333 -1.65580 -0.99028 0.0 0.0 0.1 0.25
O 2.10958 -1.17586 0.66751 0.5 0.3 -0.3 -0.70
H 1.84889 1.49630 0.56748 -0.1 -0.1 0.0 0.25
C -0.16956 -1.31992 0.05597 0.1 0.0 0.0 -0.52
H -1.43036 0.65280 -1.51849 0.0 0.0 0.1 0.22
C -0.20179 1.55215 -0.01263 -0.1 0.0 0.0 -0.12
C -1.47818 -0.56225 0.27393 0.0 0.0 0.0 -0.39
H -1.63518 -0.40715 1.34837 0.0 0.0 -0.1 0.21
H -2.32802 1.38039 -0.19156 0.1 -0.1 0.0 0.22
C -1.43161 0.79676 -0.42626 0.0 0.0 0.0 -0.45
C 0.96296 0.94094 0.28629 0.1 -0.3 0.0 -0.33
H -0.08320 -2.22323 0.66945 0.0 0.1 -0.1 0.25
C 1.06509 -0.49871 0.26812 -0.6 0.3 0.0 0.61
H -0.24355 2.63819 0.01717 0.0 -0.2 0.0 0.21
H 2.81064 -0.61195 0.14316 -0.1 -0.4 0.4 0.49
```
Positions in Å, forces in eV/Å.

---

No. 6
DFT (ωB97M-V/def2-TZVPD) results for the molecule C14H15NO5S.

As for the SMILES: COC(=O)c1sccc1NC(=O)[C@@H]1CC=CC[C@H]1C(=O)O. As for the energy above the lowest of the compared OMol25 structures with the same formula, charge and spin: 4.81 kcal per mole. Its electronic energy is -37325.1600 eV. The HOMO energy comes out at -8.665 eV.

```
36
Properties=species:S:1:pos:R:3:forces:R:3:nbo_charge:R:1
H 5.52721 -0.76131 1.97621 -0.1 0.0 0.0 0.20
N 0.29820 -0.17848 -1.17411 0.2 0.0 0.4 -0.64
C 2.88517 -0.50060 0.15411 -0.2 0.1 0.2 0.77
H -0.38254 0.35086 1.89223 0.0 -0.1 0.0 0.23
H -1.64582 -0.49813 2.78616 0.1 0.0 0.0 0.23
O 4.15074 -0.74306 0.50897 0.0 -0.1 -0.4 -0.50
C -1.46231 0.18721 1.95830 0.0 -0.1 0.0 -0.45
C 2.70770 -1.31549 -3.62711 0.3 0.0 0.5 -0.36
C -1.94531 -0.46673 0.63861 -0.1 -0.1 0.2 -0.32
C -3.33278 -1.00472 0.92762 0.1 -0.5 0.0 0.80
C -0.96837 0.03256 -1.64429 -0.3 0.1 0.2 0.71
S 3.84666 -1.30197 -2.34533 -0.5 0.1 -0.1 0.48
C 4.47345 -0.51776 1.87198 -0.1 0.1 0.5 -0.26
H 0.60851 -0.86827 -3.90062 -0.1 0.0 -0.1 0.27
O -1.29805 -0.12393 -2.79655 -0.1 0.0 -0.3 -0.59
C -1.52770 1.94868 -0.14010 -0.1 0.0 0.0 -0.44
C 2.62815 -0.75484 -1.24151 0.0 -0.1 -0.6 -0.41
O -3.54245 -2.08910 1.40309 0.0 -0.1 0.1 -0.60
H -2.91233 0.55542 -1.00169 0.3 0.0 0.0 0.25
H -1.77764 2.63298 -0.95052 0.1 0.0 0.0 0.23
H 3.02744 -1.61481 -4.60568 0.0 -0.1 -0.2 0.24
O -4.31610 -0.14237 0.65608 -0.4 0.5 -0.2 -0.69
H 3.86573 -1.15635 2.51664 0.1 0.1 0.0 0.19
H -2.72104 3.28295 1.18269 -0.1 0.1 0.1 0.21
H 4.29171 0.52567 2.13837 0.0 -0.1 0.0 0.19
C -1.91680 0.51045 -0.55370 -0.1 0.1 -0.3 -0.30
H -2.63698 1.69719 3.09949 -0.1 0.1 0.1 0.21
C -2.16697 1.49072 2.15138 0.0 0.1 0.1 -0.18
H -1.32028 -1.34387 0.44401 -0.2 0.1 0.0 0.25
C 1.46092 -0.92772 -3.25043 -0.1 0.0 -0.3 -0.28
H 0.49968 -0.00964 -0.18826 -0.1 0.0 -0.2 0.44
C -2.21344 2.33348 1.13169 0.1 0.1 0.0 -0.18
O 2.03375 -0.10186 0.93519 0.2 0.0 0.1 -0.65
C 1.40047 -0.60133 -1.87582 0.6 -0.1 0.3 0.21
H -0.44541 1.99826 0.01959 0.0 0.1 -0.1 0.22
H -5.17315 -0.52407 0.90331 0.3 -0.2 0.0 0.50
```
Positions in Å, forces in eV/Å.

---

No. 7
DFT (ωB97M-V/def2-TZVPD) results for a cluster of 6 separate species, C12H24ClNO10 in total in a non-equilibrium geometry.

As for the net charge: -2. Its electronic energy is -47317.7066 eV. The HOMO energy comes out at -0.130 eV.

```
48
Properties=species:S:1:pos:R:3:forces:R:3:nbo_charge:R:1
H -0.48197 0.80815 3.99261 0.0 0.3 0.1 0.17
H 0.93469 1.37902 -1.43134 1.0 -0.2 0.4 0.41
C 1.27681 -1.90731 2.74767 -1.1 -0.4 0.6 0.42
H 1.91768 0.23599 -0.49975 1.5 -0.3 -0.2 0.48
H -1.19014 -0.06528 2.74654 0.3 1.0 -0.7 0.21
C -1.57468 -1.91486 2.36418 -3.0 -1.3 -1.5 0.47
H 2.30388 3.40010 -1.93027 0.1 -0.3 0.1 0.49
H 0.44543 -0.16203 -1.28278 0.1 -0.2 0.7 0.44
O -1.19119 1.84363 -2.56822 0.1 1.0 0.5 -0.71
C -0.30475 1.91275 2.13555 0.4 -1.3 2.5 -0.09
H -1.03836 3.91734 -2.06921 -0.1 -0.2 0.3 0.18
H 1.04366 -3.20699 -3.74289 0.5 0.3 0.0 0.16
C -1.10208 0.96249 3.10690 0.2 -0.4 -0.1 -0.10
H 0.53027 0.85172 0.04475 0.2 -0.5 0.0 0.44
C -0.81569 -2.16263 1.24170 2.6 -0.1 -0.4 -0.60
C 0.86984 -2.73771 -2.77419 -0.6 0.8 2.0 -0.10
O -1.64933 -2.01525 4.82579 -0.7 0.2 -1.9 -0.74
H -1.08622 -2.34067 -3.46975 0.2 -0.1 -0.5 0.15
C 0.70465 3.26082 -3.08959 -0.1 0.7 1.7 -0.10
H -1.87906 -1.18910 -1.94091 0.0 -0.3 0.0 0.49
C 0.61201 -2.18850 1.32947 0.8 0.6 0.4 0.43
O 0.85828 1.18610 1.72203 -0.7 0.3 -0.5 -0.74
C -0.28871 -1.74344 -3.01602 -1.0 -0.4 -1.1 -0.09
H -0.00427 -0.92736 -3.69023 0.4 -0.3 -0.4 0.15
H 0.89424 -1.91891 4.88222 -0.3 0.0 0.2 0.19
Cl 3.88503 -0.38515 -0.23754 0.2 0.6 -0.5 -0.90
H 0.97187 2.45963 -3.77888 0.5 0.2 -0.1 0.19
H 1.54914 1.31227 2.37621 0.2 -0.4 -0.1 0.50
H -1.32344 -2.26470 0.29071 0.0 0.0 0.0 0.18
O -0.92887 -1.08853 -1.94040 0.8 0.0 1.0 -0.75
H 0.32598 -3.42886 -1.01777 0.6 0.5 0.3 0.51
O -2.39000 1.37578 3.51912 0.0 1.2 -0.1 -0.75
H -3.04694 0.90656 3.00012 0.1 -0.5 0.0 0.48
H -2.04733 1.98121 -2.15059 -0.1 -0.7 0.2 0.47
H 0.89906 4.29041 -3.39358 0.1 -0.2 -1.0 0.17
C 0.41305 -1.96391 3.91570 1.5 0.2 -2.8 -0.55
O 1.46971 -2.31547 0.42942 -1.6 -0.4 -0.4 -0.69
C -0.96284 -1.96327 3.73875 0.0 -0.5 4.2 0.33
O 2.48196 -1.69709 2.74544 0.3 0.1 0.4 -0.64
H -0.92022 2.29597 1.32220 0.3 0.0 -0.3 0.15
H 0.15466 2.67646 2.76613 -0.9 0.9 -0.2 0.15
C -0.77664 3.19108 -2.84113 -0.2 -0.5 -0.8 -0.09
H -1.30792 3.45378 -3.76088 0.2 0.5 -0.1 0.16
O 0.50933 -3.77119 -1.90410 -1.1 -1.2 -0.6 -0.75
N 1.00088 0.56331 -0.81969 -2.0 0.4 -0.5 -0.93
O -2.83469 -1.80525 2.15411 0.7 0.6 1.4 -0.77
H 1.71561 -2.27771 -2.25239 0.4 0.5 -0.9 0.22
O 1.37762 3.17660 -1.79521 -0.5 -0.1 -1.0 -0.73
```
Positions in Å, forces in eV/Å.

---

No. 8
DFT (ωB97M-V/def2-TZVPD) results for the molecule C5H8O2 in a non-equilibrium geometry.

As for the SMILES: CC1(OC=O)CC1. As for the energy above the lowest of the compared OMol25 structures with the same formula, charge and spin: 65.16 kcal per mole. Its electronic energy is -9407.0068 eV. The HOMO energy comes out at -9.657 eV.

```
15
Properties=species:S:1:pos:R:3:forces:R:3:nbo_charge:R:1
C -0.21265 -0.14167 0.06702 0.1 0.2 -0.4 0.24
H -0.75152 1.93221 0.26230 1.3 0.1 -0.4 0.23
H -1.78609 -0.97917 -1.24880 0.2 0.0 0.1 0.22
O 1.11026 -0.50725 0.54070 0.3 0.4 0.1 -0.49
H -2.16564 -0.23912 1.17152 0.2 0.0 -0.2 0.22
H -0.53643 1.41890 -1.40973 -1.3 -0.3 -0.5 0.23
H 2.88216 0.25824 0.99398 0.3 -0.2 0.5 0.12
C 2.14980 0.24288 0.19846 1.3 -0.7 -0.5 0.68
C -1.04434 -1.25446 -0.50233 0.2 0.0 -0.2 -0.44
H -0.58794 -2.22858 -0.65138 0.0 0.2 0.1 0.23
O 2.39665 0.82651 -0.84316 0.4 -0.9 0.6 -0.59
H 0.99186 1.42965 -0.89493 -3.3 0.8 2.2 0.32
H -0.93241 -1.48024 1.70202 0.0 0.3 -0.2 0.23
C -1.26929 -0.79975 0.91833 0.1 0.3 0.0 -0.43
C -0.14488 1.29161 -0.41835 0.3 0.0 -1.2 -0.77
```
Positions in Å, forces in eV/Å.